[1]
The following is a quantum chemistry calculation of a molecular structure, C5H5Br2N3 at a distorted geometry, from OMol25.

The geometry in XYZ format:
```
15
Properties=species:S:1:pos:R:3:forces:R:3
C 1.914936 1.989646 0.381013 3.250 -2.080 1.309
C 2.380195 -0.129621 -0.179900 1.715 -1.755 -1.449
C 0.479509 0.818955 -0.745034 -1.446 -1.717 -1.850
C -2.076204 -1.465368 0.658929 2.621 -0.354 0.418
C -1.661590 -0.809160 1.758567 1.297 -1.727 -1.607
N 2.823094 0.971448 0.340908 0.174 1.260 0.712
N 0.802476 1.969526 -0.230957 -1.978 1.668 -0.409
N 1.171060 -0.306840 -0.654988 -1.355 0.162 -0.905
Br -2.533526 0.358621 2.846980 -0.786 0.636 0.455
Br 0.179002 -1.146027 2.289927 -0.647 0.181 0.237
H 2.249694 2.765797 1.017117 -0.125 1.252 0.214
H 3.085197 -0.979539 -0.480580 -0.705 1.180 1.228
H -0.407795 0.778692 -1.421336 0.486 0.042 0.940
H -3.072283 -1.351566 0.271124 -0.132 -0.101 -0.173
H -1.221919 -2.110990 0.150686 -2.369 1.353 0.880
```
Positions in Å, forces in eV/Å.

For the strongest force on any atom, the calculation gives 4.075 eV Å⁻¹. For the LUMO energy, the calculation gives 0.39 eV. The calculation puts the gap between HOMO and LUMO at 10.00 eV. Its relative energy (zero: lowest compared OMol25 entry of this formula, charge and spin) is 0.000 eV. The HOMO energy comes out at -9.6 eV. As for the total charge: 0.



[2]
The following is a quantum chemistry calculation of C5H5BrClNO in the gas phase at a distorted geometry, from OMol25.

The geometry in XYZ format:
```
14
Properties=species:S:1:pos:R:3:forces:R:3
C 2.424497 -0.014491 0.958213 -3.395 -2.399 1.318
C 1.049782 0.136571 0.389139 1.877 1.067 0.260
O 0.832928 1.370275 -0.045588 0.088 1.088 -0.243
N -0.376663 1.481531 -0.638709 -1.757 -1.436 -0.078
C -0.954636 0.279163 -0.538622 4.530 -0.019 0.447
C -2.234568 0.024003 -1.101447 -2.107 0.177 -0.090
Br -3.417239 -0.360828 0.397147 -0.544 -0.550 0.435
C 0.012966 -0.618944 0.095152 -2.477 -0.738 -0.373
Cl -0.220682 -2.274358 0.514581 0.050 0.244 -0.198
H 3.012183 -0.086996 0.108730 1.881 0.187 -1.251
H 2.539860 0.857540 1.598776 0.744 -0.507 0.241
H 2.311341 -1.072222 1.400261 1.029 1.802 0.131
H -2.425510 -0.768491 -1.882558 0.602 1.235 0.842
H -2.554259 1.047246 -1.255079 -0.522 -0.149 -1.441
```
Positions in Å, forces in eV/Å.

For the strongest force on any atom, the calculation gives 4.552 eV Å⁻¹. For the LUMO energy, the calculation gives 0.67 eV. The calculation puts the gap between HOMO and LUMO at 10.40 eV. Its relative energy (zero: lowest compared OMol25 entry of this formula, charge and spin) is 1.636 eV. The HOMO energy comes out at -9.7 eV. As for the SMILES: Cc1onc(CBr)c1Cl. As for the total charge: 0.



[3]
The following is a quantum chemistry calculation of 2 unconnected molecules or ions with the total composition C5H5BrF2 at a distorted geometry, from OMol25.

The geometry in XYZ format:
```
13
Properties=species:S:1:pos:R:3:forces:R:3
C 1.458952 1.273001 0.179936 -2.325 -1.041 0.221
C 0.801443 0.431756 -0.762247 1.945 1.316 1.088
C -1.497284 -0.524906 0.368505 0.461 -1.252 2.734
C -0.311575 -0.257713 -0.437178 -0.838 -0.133 -2.252
C -1.319611 -1.173063 -0.966700 -1.484 1.907 0.215
F -2.354967 -0.791919 -1.845141 1.473 -0.258 0.319
F -1.032176 -2.427701 -1.181650 0.108 -1.529 -0.091
Br 3.256704 0.730863 3.606369 -0.055 -0.002 -0.114
H 2.314631 1.664882 -0.303044 1.029 1.072 0.783
H 0.989465 1.500790 1.214672 1.279 -0.254 -2.006
H 1.387289 0.390137 -1.728718 -1.342 -0.551 0.952
H -1.418244 -1.016202 1.387712 0.196 0.021 -1.393
H -2.274629 0.200075 0.467485 -0.446 0.704 -0.456
```
Positions in Å, forces in eV/Å.

For the strongest force on any atom, the calculation gives 3.042 eV Å⁻¹. For the LUMO energy (alpha / beta), the calculation gives -1.09 / -3.76 eV. The calculation puts the gap between HOMO and LUMO (alpha / beta) at 9.61 / 4.61 eV. Its relative energy (zero: lowest compared OMol25 entry of this formula, charge and spin) is 3.424 eV. The HOMO energy (alpha / beta) comes out at -10.7 / -8.4 eV. As for the total charge: 0.



[4]
The following is a quantum chemistry calculation of C5H5BrN2 in the gas phase at a distorted geometry, from OMol25.

The geometry in XYZ format:
```
13
Properties=species:S:1:pos:R:3:forces:R:3
Br 3.315483 0.258206 0.262342 -1.168 -0.718 0.055
C 1.399904 -0.266059 0.528479 1.768 4.388 2.909
C 0.740896 -1.298838 -0.147893 0.180 -3.724 -2.222
C 0.485777 0.147224 -0.566901 -0.951 -1.588 0.726
C -0.836982 0.539716 -0.125304 0.087 -0.290 -1.244
C -2.162112 1.009905 -0.276933 -0.164 -1.436 -1.134
N -1.821574 0.099308 0.825844 -0.434 -1.306 -0.157
N -1.343014 1.457761 0.786718 -0.232 3.554 2.101
H 1.095199 0.210693 1.505578 0.472 -1.317 -0.888
H -0.059038 -1.868372 0.349678 0.295 0.636 -0.177
H 1.359048 -2.006221 -0.779764 -0.702 1.197 0.575
H 0.848595 0.615096 -1.431479 0.567 0.120 -1.152
H -3.022182 1.101575 -0.930371 0.283 0.485 0.609
```
Positions in Å, forces in eV/Å.

For the strongest force on any atom, the calculation gives 5.553 eV Å⁻¹. For the LUMO energy, the calculation gives 0.73 eV. The calculation puts the gap between HOMO and LUMO at 10.63 eV. Its relative energy (zero: lowest compared OMol25 entry of this formula, charge and spin) is 4.744 eV. The HOMO energy comes out at -9.9 eV. As for the SMILES: Br[C@@H]1C[C@H]1[C@]12[C@@H]3N1N32. As for the total charge: 0.



[5]
The following is a quantum chemistry calculation of 2 unconnected molecules or ions with the total composition C5H5Cl at a distorted geometry, from OMol25.

The geometry in XYZ format:
```
11
Properties=species:S:1:pos:R:3:forces:R:3
C 1.211868 2.267713 -1.775565 -0.408 -0.362 0.050
C 0.337620 1.452765 -1.939259 0.599 0.660 0.100
Cl -0.879250 0.368404 -2.149130 0.175 0.139 -0.063
H 1.979365 2.992085 -1.558605 -0.375 -0.374 -0.225
C 0.677048 0.296044 1.058097 -1.399 -1.962 -0.281
C -0.086888 -0.648782 1.060964 1.967 3.097 0.379
C -1.012788 -1.709877 1.124012 1.008 -2.478 0.030
H 1.349180 1.057835 0.810855 0.484 0.602 0.130
H -1.603469 -1.707237 2.026827 -0.316 0.029 0.140
H -0.372143 -2.651563 1.113522 -1.073 0.772 0.081
H -1.600544 -1.717386 0.228282 -0.663 -0.123 -0.341
```
Positions in Å, forces in eV/Å.

For the strongest force on any atom, the calculation gives 3.688 eV Å⁻¹. For the LUMO energy, the calculation gives 0.74 eV. The calculation puts the gap between HOMO and LUMO at 10.46 eV. Its relative energy (zero: lowest compared OMol25 entry of this formula, charge and spin) is 3.634 eV. The HOMO energy comes out at -9.7 eV. As for the SMILES: C#CCl.C#CC. As for the total charge: 0.



[6]
The following is a quantum chemistry calculation of 2 unconnected molecules or ions with the total composition C5H5Cl at a distorted geometry, from OMol25.

The geometry in XYZ format:
```
11
Properties=species:S:1:pos:R:3:forces:R:3
C -1.575389 1.096766 -0.990319 -0.372 0.040 -0.476
C -2.302507 0.587178 -0.188327 0.378 0.363 -0.675
Cl -3.402972 -0.092165 0.776033 -0.434 -0.419 0.789
H -1.186578 1.532057 -1.882760 0.390 0.023 0.313
C 1.020199 0.592667 1.711583 -0.002 -1.870 -2.448
C 1.086485 -0.127201 0.748286 1.934 -0.762 0.161
C 1.368127 -1.065089 -0.379633 -3.327 -0.267 2.715
H 1.004638 1.436263 2.261846 -0.232 1.953 1.904
H 0.376579 -1.524679 -0.456489 0.089 -0.285 -0.752
H 2.045454 -1.872135 -0.365285 1.173 -0.657 1.187
H 1.565960 -0.563666 -1.234938 0.402 1.882 -2.718
```
Positions in Å, forces in eV/Å.

For the strongest force on any atom, the calculation gives 4.302 eV Å⁻¹. For the LUMO energy, the calculation gives 0.81 eV. The calculation puts the gap between HOMO and LUMO at 10.50 eV. Its relative energy (zero: lowest compared OMol25 entry of this formula, charge and spin) is 4.172 eV. The HOMO energy comes out at -9.7 eV. As for the SMILES: C#CCl.C#CC. As for the total charge: 0.